# 1
{"formula": "C2H2KO5", "method": "wB97M-V/def2-TZVPD", "homo_energy_ev": -2.739, "energy_ev": -28670.353, "orbital_gap_ev": 4.30, "total_charge": -1, "spin_multiplicity": 1, "elements": ["C", "O", "O", "C", "O", "K", "O", "H", "O", "H"], "xyz": [[3.95329, 0.93844, -1.25922], [3.34582, -0.17726, -1.29552], [5.12117, 1.15247, -1.62025], [3.14825, 2.18003, -0.74289], [3.32913, 2.43491, 0.50847], [1.00285, -0.47232, -1.14212], [1.76124, 1.91238, -1.09373], [1.26694, 2.70224, -0.69596], [3.41285, 3.36573, -1.63799], [4.34538, 3.26057, -1.86555]], "atomic_forces_ev_per_a": [[0.2968, 0.7046, -0.7605], [0.0862, -0.4971, 0.1592], [-0.0767, -0.1041, 0.1165], [0.9511, 0.7566, 0.7099], [-0.3841, -0.1521, -0.4692], [0.1823, 0.1924, 0.0807], [-2.4879, 1.3869, 0.5969], [1.2333, -1.5115, -0.6942], [0.1597, -0.6951, 0.1351], [0.0394, -0.0805, 0.1255]]}

# 2
{"formula": "C8H14N2PSV", "method": "wB97M-V/def2-TZVPD", "e_above_lowest_kj_mol": 4.3, "homo_energy_ev": [-11.784, -10.963], "energy_ev": -57304.588, "orbital_gap_ev": [7.95, 7.51], "total_charge": 1, "spin_multiplicity": 2, "elements": ["C", "C", "C", "C", "C", "V", "P", "H", "H", "H", "H", "H", "H", "H", "H", "S", "C", "N", "C", "C", "N", "H", "H", "H", "H", "H", "H"], "xyz": [[0.41731, 0.68176, -1.81417], [0.09763, -0.03602, -2.96096], [-0.24509, -1.39291, -3.05844], [-0.31188, -2.30645, -1.99368], [-0.03154, -2.04836, -0.64762], [-0.49526, -0.24384, -0.35654], [0.10388, 2.14315, 0.54320], [0.75022, 1.71858, -2.00307], [0.15311, 0.47256, -3.93220], [-0.42119, -1.76922, -4.07470], [0.04835, -2.92239, 0.01454], [-0.56059, -3.31391, -2.35259], [-0.94344, 2.73750, 1.32135], [0.25405, 3.24319, -0.36420], [1.19224, 2.48760, 1.41231], [-0.54763, -0.90230, 1.92756], [-0.05037, 0.07313, 3.24209], [1.20840, 0.15652, 3.71042], [1.34379, 1.19262, 4.72182], [-0.08898, 1.67009, 4.92986], [-0.85548, 0.83734, 4.00611], [2.03451, -0.21661, 3.23847], [1.98581, 1.98730, 4.32000], [1.76593, 0.81159, 5.66161], [-0.21501, 2.71593, 4.63104], [-0.40686, 1.53492, 5.96992], [-1.81351, 1.08262, 3.78469]], "atomic_forces_ev_per_a": [[0.2434, -0.2219, -0.1404], [0.0805, 0.5053, -0.3743], [-0.0641, 0.0681, -0.0537], [-0.1157, -0.2363, -0.1491], [0.4614, -0.7463, -0.2449], [-0.1181, 1.0596, -1.1046], [-0.2193, 0.8299, 0.4951], [-0.0241, -0.7034, 0.0963], [-0.1037, 0.0026, 0.3242], [-0.0709, 0.0880, 0.5588], [0.1205, 0.4147, -0.2369], [-0.0025, 0.1436, 0.5577], [0.4381, -0.1157, -0.1342], [-0.0232, -0.5853, 0.3570], [-0.4391, -0.2462, -0.2891], [-0.0669, -0.6019, 0.6172], [0.0704, 0.7186, 0.3483], [-0.2014, -0.1863, -0.6103], [0.6485, 0.2723, 0.3341], [-0.3468, 0.4235, 0.2587], [0.3556, -0.1652, -0.3841], [-0.8331, -0.0577, 0.0935], [-0.0631, -0.1422, 0.3241], [0.0330, 0.0181, -0.4224], [0.0253, -0.0919, 0.2983], [-0.0834, 0.0667, -0.3199], [0.2986, -0.5108, -0.1994]]}

# 3
{"formula": "C53H62O16PSi2", "method": "wB97M-V/def2-TZVPD", "homo_energy_ev": -4.086, "energy_ev": -113769.851, "orbital_gap_ev": 3.17, "total_charge": -1, "spin_multiplicity": 1, "elements": ["C", "C", "C", "C", "C", "C", "C", "C", "Si", "C", "C", "C", "O", "C", "C", "C", "C", "C", "C", "C", "O", "Si", "C", "C", "C", "O", "C", "O", "O", "P", "C", "O", "H", "H", "H", "H", "H", "H", "H", "H", "H", "H", "H", "H", "H", "H", "H", "H", "H", "H", "H", "H", "H", "H", "H", "H", "H", "H", "H", "H", "H", "H", "H", "H", "H", "H", "H", "H", "H", "H", "H", "H", "H", "H", "C", "C", "C", "O", "C", "C", "C", "O", "H", "H", "H", "H", "C", "C", "C", "O", "C", "C", "C", "O", "H", "H", "H", "H", "C", "C", "C", "O", "C", "C", "C", "O", "H", "H", "H", "H", "C", "C", "C", "O", "C", "C", "C", "O", "H", "H", "H", "H", "C", "C", "C", "O", "C", "C", "C", "O", "H", "H", "H", "H"], "xyz": [[3.37869, 4.04414, 3.88803], [2.76751, 3.30990, 2.69130], [1.92876, 4.22863, 1.77754], [0.65340, 3.51332, 1.30781], [1.04039, 2.20613, 0.58184], [0.01382, 1.69994, -0.45101], [0.02384, 0.15108, -0.52704], [-0.06693, -0.38039, -1.98009], [1.53040, -1.25014, -2.45189], [2.77258, 0.10066, -2.93098], [4.21840, -0.24288, -2.59157], [4.51295, -0.12788, -1.09056], [4.53336, -1.53296, -3.08764], [5.92454, -1.81543, -3.21486], [6.21325, -2.20683, -4.63984], [5.80557, -3.44859, -5.10673], [6.01747, -3.81451, -6.42454], [6.63962, -2.93292, -7.30090], [7.06371, -1.70171, -6.83100], [6.85179, -1.33308, -5.50925], [2.03958, -2.09406, -1.13629], [2.74185, -3.62089, -1.32311], [1.50149, -4.88188, -0.63875], [2.08842, -6.10635, 0.08914], [2.63256, -7.18023, -0.84577], [4.03906, -7.07136, -1.00415], [4.41225, -3.59687, -0.39213], [4.39902, -2.94442, 0.68357], [5.37981, -4.17983, -0.93232], [0.91765, -2.58358, -4.18264], [2.36547, -2.82508, -5.29542], [-0.05295, -1.52810, -5.06729], [3.88495, 3.31105, 4.51955], [2.55859, 4.46014, 4.47977], [4.05923, 4.82923, 3.57963], [3.55299, 2.84265, 2.09842], [2.14866, 2.50727, 3.09909], [1.69813, 5.17362, 2.27011], [2.50708, 4.39601, 0.86492], [0.09649, 4.13504, 0.60029], [0.03528, 3.22785, 2.16018], [1.16479, 1.43060, 1.33769], [1.99957, 2.32533, 0.07104], [-0.99264, 2.07408, -0.24828], [0.32462, 2.08256, -1.42728], [0.93004, -0.19204, -0.02804], [-0.83392, -0.20911, 0.03398], [-0.88233, -1.10922, -2.04944], [-0.31783, 0.40846, -2.69248], [2.53337, 0.99707, -2.34882], [2.63531, 0.37604, -3.98215], [4.87655, 0.50674, -3.06487], [5.59151, -0.15229, -0.93096], [4.17777, 0.86152, -0.75935], [4.00874, -0.88549, -0.49645], [6.15104, -2.63696, -2.52766], [6.53239, -0.95293, -2.92924], [5.31252, -4.14476, -4.43787], [5.68340, -4.77840, -6.78922], [6.78897, -3.20556, -8.33787], [7.56092, -1.01885, -7.51118], [7.17909, -0.35613, -5.17388], [3.06040, -3.90764, -2.74655], [0.89881, -5.25223, -1.47399], [0.86752, -4.33663, 0.06517], [2.86672, -5.84166, 0.80761], [1.27376, -6.55714, 0.66854], [2.11378, -7.12762, -1.81033], [2.42545, -8.17884, -0.44335], [4.26414, -6.87126, -1.91525], [1.96692, -2.87944, -6.31239], [3.13257, -2.05562, -5.23435], [2.78660, -3.80378, -5.07668], [0.45191, -0.75922, -5.36172], [8.83090, 2.14952, 2.88889], [7.55186, 2.44028, 2.66473], [7.09097, 3.84771, 2.55587], [5.92595, 4.11134, 2.35369], [8.10963, 4.91830, 2.70518], [9.38724, 4.62643, 2.92971], [9.84911, 3.21825, 3.03882], [11.01624, 2.95872, 3.24248], [9.18892, 1.13127, 2.97100], [6.79226, 1.67646, 2.55018], [7.74965, 5.93604, 2.62121], [10.14788, 5.38860, 3.04276], [-5.55912, -2.44823, 0.98706], [-4.82449, -1.35339, 1.16709], [-3.34197, -1.41243, 1.11058], [-2.65470, -0.42907, 1.27669], [-2.71391, -2.73239, 0.83875], [-3.45306, -3.82347, 0.65709], [-4.93449, -3.76729, 0.71778], [-5.61193, -4.76160, 0.55398], [-6.64183, -2.43156, 1.02904], [-5.27045, -0.39059, 1.36358], [-1.63111, -2.74823, 0.79746], [-3.01693, -4.79422, 0.45789], [-7.56980, 1.76302, -1.47224], [-8.70794, 1.76395, -2.16070], [-9.95882, 1.20680, -1.58425], [-10.99540, 1.20690, -2.21279], [-9.88929, 0.64783, -0.21059], [-8.75144, 0.64702, 0.47900], [-7.50721, 1.20751, -0.09879], [-6.47163, 1.20774, 0.53398], [-6.64592, 2.16207, -1.87137], [-8.78092, 2.16466, -3.16358], [-10.81172, 0.24383, 0.18773], [-8.67334, 0.24024, 1.47981], [-10.16344, -2.46980, 4.47690], [-11.09689, -2.38183, 5.42027], [-11.53803, -1.06549, 5.94796], [-12.38714, -0.98450, 6.80801], [-10.89773, 0.14949, 5.38101], [-9.96439, 0.06154, 4.43769], [-9.52601, -1.25546, 3.91158], [-8.67650, -1.33744, 3.04877], [-9.82485, -3.41721, 4.07719], [-11.57672, -3.25307, 5.84725], [-11.23425, 1.09767, 5.78037], [-9.48322, 0.93369, 4.01243], [-2.95229, 6.83124, 3.30269], [-4.23147, 6.94705, 2.95679], [-4.89722, 5.92305, 2.11062], [-6.06480, 6.03333, 1.79827], [-4.08386, 4.76677, 1.66599], [-2.80434, 4.64867, 2.01081], [-2.13687, 5.67061, 2.85735], [-0.97282, 5.55540, 3.17163], [-2.44585, 7.56402, 3.91823], [-4.84600, 7.78173, 3.26967], [-4.58758, 4.02997, 1.05282], [-2.19210, 3.81227, 1.69824]], "atomic_forces_ev_per_a": [[-0.5595, -0.5002, -0.0903], [0.0358, 0.4588, 0.2262], [-0.2612, -0.7807, -0.0959], [0.7623, -0.5141, -0.5278], [-0.6971, 0.1336, 0.1154], [0.7076, -0.3711, 0.0616], [-0.3051, 0.7861, -0.4813], [-0.0878, -0.5053, 0.3220], [-0.0661, 0.7630, -0.1319], [0.0003, -0.2650, 0.4570], [0.4405, 0.5651, 0.3600], [-0.1920, 0.4641, -0.2912], [-0.2627, 0.2032, -0.2653], [-0.0323, -0.3682, 0.1907], [0.0609, 0.2332, 0.3107], [-0.0506, -0.3435, -0.0895], [-0.0428, 0.0683, -0.2299], [-0.0299, -0.0721, 0.1377], [0.1192, 0.1895, -0.2610], [-0.0336, -0.1299, -0.2233], [-0.2285, -0.6010, -0.9760], [0.7502, -0.1152, 1.0018], [0.5354, -0.0328, -0.0481], [-0.4484, -0.1188, -0.0154], [0.0796, -0.1188, 0.0018], [-0.0325, -0.2380, -0.1211], [0.1925, 0.2355, 0.3306], [-0.1240, -0.1942, -0.1593], [-0.0404, 0.0065, -0.2277], [-0.3023, -0.6954, 0.1222], [-0.2749, 0.1149, -0.1440], [0.3557, 0.2488, -0.0226], [0.2517, 0.2058, 0.0420], [0.1143, 0.1827, 0.0402], [0.0690, 0.0867, 0.0839], [0.0277, -0.1163, 0.0900], [-0.0848, -0.0351, -0.1181], [0.0259, 0.0496, -0.0319], [0.0693, 0.4858, 0.1014], [-0.1398, 0.1606, 0.2329], [-0.2059, 0.3231, -0.0029], [0.1907, -0.0425, -0.0125], [0.0787, -0.0408, 0.0842], [-0.0216, 0.0127, 0.0470], [-0.2265, 0.1773, -0.0356], [-0.0155, -0.2114, -0.0223], [0.2241, -0.1248, 0.1730], [0.0244, -0.0105, -0.1043], [0.0309, 0.0482, 0.0029], [-0.1546, 0.0100, -0.0413], [0.1334, -0.1182, -0.0694], [-0.0243, -0.1788, -0.2827], [-0.0186, -0.2800, 0.1519], [-0.0009, -0.0070, 0.0492], [0.1747, -0.1087, 0.0361], [0.0313, -0.0005, 0.0029], [-0.0697, 0.0929, -0.0288], [0.0273, 0.1087, 0.1501], [-0.0037, -0.0253, 0.0799], [0.0401, -0.0065, -0.0005], [-0.0144, 0.0279, 0.0447], [-0.0138, -0.0235, 0.1180], [-0.4016, 0.0613, -0.1921], [-0.3031, 0.1648, 0.1077], [-0.1236, 0.0867, -0.1399], [0.0619, 0.1075, -0.0945], [0.0377, -0.0487, 0.0286], [0.0518, 0.0289, -0.0257], [0.0147, 0.0543, 0.0930], [0.0249, 0.2669, 0.0977], [-0.0101, 0.0595, 0.0065], [0.1000, -0.0528, 0.0221], [0.1974, 0.0855, 0.0943], [-0.1351, 0.0265, 0.0022], [-0.0216, 0.0022, 0.0000], [0.0232, -0.0264, 0.0102], [-0.0376, -0.1083, -0.0126], [0.1725, 0.0675, -0.1208], [0.0340, 0.0208, 0.0128], [-0.0348, 0.0202, -0.0069], [0.0096, -0.0275, -0.0037], [-0.0049, 0.0165, 0.0078], [0.0184, 0.0055, -0.0060], [-0.0130, 0.0215, -0.0139], [-0.0289, -0.0118, -0.0049], [0.0234, -0.0241, 0.0019], [-0.0107, 0.0277, -0.0171], [0.0341, -0.1143, 0.0585], [0.0831, -0.2051, -0.0708], [-0.2083, 0.1833, 0.1622], [0.0013, -0.0427, -0.0097], [0.0221, 0.0023, 0.0055], [0.0025, -0.0303, -0.0225], [-0.0015, 0.0231, 0.0179], [0.0017, -0.0216, 0.0267], [0.0505, 0.0700, 0.0200], [0.0000, 0.0315, -0.0112], [-0.0155, -0.0035, -0.0129], [-0.0208, 0.0295, -0.0452], [0.0300, -0.0008, 0.0195], [-0.0053, -0.0135, -0.0165], [-0.0011, 0.0116, 0.0063], [0.0380, 0.0056, 0.0091], [-0.0989, 0.0268, 0.0141], [0.0473, -0.0039, 0.0086], [-0.0582, 0.1679, -0.0508], [0.0137, -0.0134, 0.0222], [-0.0285, -0.0113, -0.0034], [-0.0140, 0.0033, -0.0273], [0.0587, -0.0237, -0.0518], [-0.0197, -0.0271, 0.0263], [0.0224, -0.0052, -0.0264], [-0.0055, -0.0083, 0.0132], [-0.0029, 0.0033, -0.0044], [0.0207, 0.0143, -0.0267], [-0.0221, 0.0124, 0.0043], [0.0241, -0.0312, 0.0316], [-0.0331, -0.0058, 0.0125], [0.0231, 0.0158, -0.0183], [-0.0148, 0.0164, 0.0188], [-0.0159, -0.0137, 0.0196], [0.0218, -0.0139, -0.0039], [-0.0235, 0.0188, -0.0073], [0.0546, 0.0002, 0.0196], [-0.0262, -0.0171, -0.0198], [-0.0101, 0.0210, 0.0122], [0.0263, -0.0294, -0.0130], [-0.0453, -0.0230, -0.0165], [0.0539, -0.1211, -0.0560], [-0.0703, 0.1681, 0.1171], [0.0255, -0.0154, -0.0015], [-0.0262, -0.0112, -0.0169], [-0.0355, -0.0049, 0.0112], [0.0161, 0.0139, 0.0134]]}